1.
Molecular formula: C30H33N2O11Pb
Method: DFT, the ωB97M-V functional and the def2-TZVPD basis

Output
2S+1 = 1
total charge = -1
orbital gap = 4.96 eV
DFT total energy = -2292.62224 a.u.
F_max = 0.16047 hartree/bohr
relative energy (zero: lowest compared OMol25 entry of this formula, charge and spin) = 67.0 kcal per mole

Element x y z (Å)
C 0.161 -0.891 -5.685
C -0.237 -1.437 -4.302
C 0.070 0.641 -5.467
C -1.077 0.854 -4.478
H -0.079 1.158 -6.408
H 1.017 0.972 -5.048
C -1.368 -0.525 -3.844
H 0.630 -1.343 -3.651
H -0.518 -2.487 -4.314
C -1.465 -0.236 -2.347
H -2.319 -0.901 -4.216
H -1.956 1.189 -5.021
C -0.871 1.800 -3.272
C 1.590 -1.211 -6.075
C -0.868 -1.326 -6.735
O -1.329 -0.565 -7.549
O 2.469 -1.554 -5.319
O 1.780 -0.976 -7.390
O -1.367 -2.586 -6.699
C -0.689 -3.730 -7.229
H -0.365 -4.428 -6.464
H 0.165 -3.417 -7.826
H -1.410 -4.222 -7.873
C 3.006 -1.483 -7.946
H 3.862 -1.071 -7.418
H 3.008 -1.165 -8.982
H 3.037 -2.568 -7.879
O -1.647 1.169 -2.228
H -0.555 -0.560 -1.826
H -2.313 -0.715 -1.863
C -1.478 3.168 -3.501
C 0.574 1.933 -2.806
H 1.166 2.528 -3.500
H 1.069 0.970 -2.691
H 0.587 2.435 -1.841
H -1.288 3.826 -2.655
H -2.554 3.086 -3.636
H -1.052 3.628 -4.393
Pb -0.021 -0.595 2.033
C -1.886 -0.664 3.453
C -2.362 -0.451 2.140
C -2.061 -1.594 1.369
H -2.817 0.450 1.773
C -1.409 -2.519 2.206
C -1.310 -1.950 3.492
H -0.846 -2.403 4.351
H -1.958 0.027 4.276
H -2.260 -1.717 0.318
H -1.028 -3.482 1.907
C 2.189 0.131 2.551
C 1.801 -0.827 3.510
C 1.629 -2.058 2.838
H 1.666 -0.653 4.564
C 1.876 -1.853 1.462
C 2.237 -0.499 1.295
H 2.436 -0.009 0.358
H 2.346 1.180 2.732
H 1.342 -2.990 3.292
H 1.821 -2.598 0.687
O -0.206 -0.615 5.536
C -0.019 0.643 5.189
O 0.036 0.957 3.832
C 0.078 1.464 6.436
C -0.424 2.755 6.636
C -0.420 3.321 7.947
C 0.127 2.586 9.027
C 0.668 1.315 8.835
C 0.627 0.774 7.553
N 1.215 0.557 9.923
O 1.217 1.004 11.030
O 1.664 -0.533 9.740
N -1.011 4.595 8.198
O -1.519 5.209 7.307
O -1.068 5.029 9.310
H -0.881 3.280 5.808
H 0.120 3.001 10.026
H 1.028 -0.227 7.433

Mulliken atomic charge list, values in e, 8 entries:
1 C 2.9029
2 C -1.9028
3 C -1.9723
4 C -0.0471
5 H 0.3582
6 H 0.5444
7 C 0.7561
8 H 0.4828


2.
Molecular formula: C30H34AsF22O7S3
Method: DFT, the ωB97M-V functional and the def2-TZVPD basis

Output
2S+1 = 1
total charge = -1
orbital gap = 7.13 eV
DFT total energy = -7317.72577 a.u.
F_max = 0.05779 hartree/bohr
relative energy (zero: lowest compared OMol25 entry of this formula, charge and spin) = 69.9 kcal per mole

Element x y z (Å)
As 1.906 0.041 -1.469
F 0.385 -0.885 -1.251
F 1.415 1.121 -0.215
F 3.376 0.999 -1.815
F 2.362 -1.131 -2.666
F 1.005 0.954 -2.720
F 2.789 -0.960 -0.312
C -0.404 4.940 -1.611
C 0.268 4.632 -2.939
C 1.744 4.241 -2.820
F 2.188 3.870 -4.056
F 2.531 5.304 -2.519
F -0.408 3.604 -3.537
F 0.118 5.750 -3.711
O 0.238 5.692 -0.547
C 0.633 7.035 -0.805
C -0.490 8.001 -0.309
F -0.205 9.260 0.113
F -1.487 8.137 -1.207
F 1.750 7.312 -0.122
F 0.936 7.396 -2.054
H -0.452 3.937 -1.179
H -1.450 5.230 -1.702
H 1.941 3.388 -2.172
H -0.976 7.580 0.579
C -2.651 2.165 1.941
C -2.050 3.555 2.019
C -0.651 3.578 2.556
F 0.207 2.780 1.883
F -0.192 4.815 2.501
F -2.143 4.033 0.752
F -2.704 4.483 2.803
O -2.329 1.341 3.047
C -1.950 0.002 2.824
C -0.381 -0.150 2.765
F 0.144 0.643 3.714
F 0.077 -1.412 2.791
F -2.328 -0.698 3.947
F -2.415 -0.444 1.666
H -2.363 1.620 1.041
H -3.732 2.273 1.817
H -0.628 3.160 3.567
H 0.017 0.246 1.824
C -1.014 -1.585 -3.960
S -1.341 -3.123 -2.987
O -1.951 -4.116 -3.966
C 0.347 -3.631 -2.692
H 0.013 -1.406 -4.276
H -1.157 -0.780 -3.235
H -1.755 -1.401 -4.735
H 0.903 -3.749 -3.623
H 0.318 -4.560 -2.122
H 1.020 -2.966 -2.150
C 4.886 -0.898 -5.692
S 5.127 0.592 -6.764
O 6.401 0.427 -7.529
C 5.239 1.824 -5.392
H 4.048 -0.920 -4.998
H 5.836 -1.140 -5.214
H 4.785 -1.763 -6.351
H 5.946 1.640 -4.576
H 4.286 1.931 -4.874
H 5.685 2.755 -5.745
C 3.597 0.788 2.198
S 3.401 2.446 3.022
O 4.690 2.522 3.840
C 3.657 3.565 1.560
H 3.576 -0.156 2.751
H 4.378 0.877 1.450
H 2.573 0.497 1.932
H 2.754 3.986 1.124
H 4.199 2.960 0.831
H 4.333 4.361 1.870
C -0.060 -4.627 1.092
C -0.897 -3.504 0.918
C -2.197 -3.477 1.389
C -2.727 -4.588 2.057
C -1.935 -5.714 2.271
C -0.626 -5.721 1.731
C -2.468 -6.909 2.987
O -1.723 -7.884 3.134
C -3.810 -6.821 3.609
C -4.305 -7.796 4.501
C -5.590 -7.727 5.016
C -6.446 -6.735 4.587
C -5.923 -5.747 3.815
C -4.660 -5.746 3.256
C -4.151 -4.542 2.463
O -4.914 -3.642 2.196
H 0.964 -4.646 0.751
H -0.438 -2.708 0.344
H -2.767 -2.591 1.163
H 0.132 -6.460 1.951
H -3.766 -8.705 4.728
H -6.024 -8.558 5.556
H -7.493 -6.630 4.837
H -6.590 -4.940 3.536

Mulliken atomic charge list, values in e, 8 entries:
1 As 2.0539
2 F -0.3802
3 F -0.3827
4 F -0.5302
5 F -0.4955
6 F -0.5406
7 F -0.5064
8 C -0.8481


3.
Molecular formula: C30H34CrN4O3S
Method: DFT, the ωB97M-V functional and the def2-TZVPD basis

Output
2S+1 = 2
total charge = +1
orbital gap (spin up / spin down) = 7.19 / 7.59 eV
DFT total energy = -3050.79811 a.u.
F_max = 0.01147 hartree/bohr
relative energy (zero: lowest compared OMol25 entry of this formula, charge and spin) = 0.0 kcal per mole

Element x y z (Å)
Cr -0.354 0.422 -0.470
C 0.583 0.436 3.758
C -0.058 -0.712 4.211
C -0.740 -1.513 3.318
C -0.780 -1.151 1.976
N -0.157 -0.041 1.548
C 0.506 0.732 2.415
C -1.479 -1.864 0.898
C -2.194 -3.041 1.089
C -2.838 -3.631 0.013
C -2.771 -3.044 -1.244
C -2.057 -1.865 -1.431
C -1.392 -1.263 -0.366
H 1.127 1.086 4.428
H -0.026 -0.975 5.261
H -1.237 -2.413 3.652
H 0.993 1.608 2.002
H -2.259 -3.504 2.067
H -3.397 -4.547 0.155
H -3.281 -3.505 -2.080
H -2.008 -1.430 -2.417
O 1.462 -0.270 -0.610
C 2.423 -0.729 -1.248
C 3.809 -0.601 -0.724
C 3.972 -1.873 0.157
C 3.557 -3.221 -0.470
C 2.042 -3.445 -0.672
C 1.464 -2.804 -1.945
N 2.248 -1.589 -2.268
H 3.932 0.299 -0.126
H 4.531 -0.595 -1.543
H 3.382 -1.724 1.066
H 5.016 -1.927 0.463
H 3.921 -3.997 0.204
H 4.095 -3.381 -1.411
H 1.508 -3.052 0.200
H 1.836 -4.516 -0.699
H 0.420 -2.535 -1.818
H 1.536 -3.459 -2.810
H 3.130 -1.824 -2.700
N -1.831 1.643 -0.015
C -2.541 2.555 0.082
N -3.312 3.586 0.155
C -4.206 3.818 1.318
C -5.436 4.589 0.844
C -5.870 4.098 -0.533
C -4.816 4.439 -1.601
C -3.416 4.521 -0.993
H -3.658 4.358 2.090
H -4.492 2.843 1.712
H -5.222 5.660 0.812
H -6.226 4.449 1.581
H -6.831 4.530 -0.807
H -6.017 3.015 -0.490
H -5.038 5.401 -2.065
H -4.831 3.692 -2.395
H -3.200 5.517 -0.605
H -2.634 4.264 -1.705
O 1.604 -1.304 -8.352
C 0.670 -1.700 -7.456
O 0.008 -2.674 -7.670
C 0.528 -0.870 -6.218
C -0.690 -0.911 -5.550
C -0.881 -0.160 -4.404
C 0.148 0.618 -3.876
S -0.110 1.627 -2.440
C 1.369 0.649 -4.545
C 1.555 -0.083 -5.708
H 1.964 -0.449 -8.094
H -1.483 -1.528 -5.953
H -1.845 -0.159 -3.914
H 2.177 1.247 -4.145
H 2.528 -0.059 -6.187

Mulliken atomic charge list, values in e, 8 entries:
1 Cr 0.3961
2 C -0.8657
3 C -0.4511
4 C -1.0303
5 C 0.8023
6 N 0.7655
7 C -0.6200
8 C 0.2592


4.
Molecular formula: C30H34F6N6O3STi
Method: DFT, the ωB97M-V functional and the def2-TZVPD basis

Output
2S+1 = 2
total charge = -1
orbital gap (spin up / spin down) = 5.40 / 7.39 eV
DFT total energy = -3564.85139 a.u.
F_max = 0.06539 hartree/bohr
relative energy (zero: lowest compared OMol25 entry of this formula, charge and spin) = 30.7 kcal per mole

Element x y z (Å)
Ti 0.751 0.608 -0.513
O -0.331 1.938 -1.646
N -1.096 1.528 -2.642
C -2.306 2.083 -2.818
C -3.082 1.765 -3.900
C -2.591 0.862 -4.841
C -1.356 0.291 -4.643
C -0.602 0.595 -3.504
S 0.921 -0.064 -3.132
H -2.600 2.786 -2.054
H -4.062 2.206 -3.999
H -3.176 0.599 -5.712
H -0.932 -0.413 -5.343
N 2.377 2.074 -1.409
H 2.305 2.078 -2.419
H 3.342 1.921 -1.135
H 2.071 2.970 -1.045
O -0.668 -0.225 -0.173
N -1.482 -0.866 0.679
C -2.686 -1.232 0.179
C -3.116 -0.978 -1.136
N -3.430 -0.763 -2.230
C -3.561 -1.932 1.030
N -4.296 -2.516 1.707
C 4.757 2.398 2.239
C 4.675 1.324 1.185
C 5.795 1.009 0.422
C 5.716 -0.014 -0.515
C 6.919 -0.426 -1.324
C 4.516 -0.680 -0.712
C 3.331 -0.347 -0.020
C 3.486 0.648 0.972
N 2.072 -0.882 -0.242
C 1.993 -2.350 -0.519
C 0.546 -2.816 -0.292
C 0.404 -4.332 -0.433
C 0.811 -4.762 -1.840
C 2.263 -4.346 -2.066
C 3.183 -5.010 -1.040
C 2.742 -4.608 0.368
C 1.293 -5.040 0.588
C 2.857 -3.092 0.527
C 2.376 -2.823 -1.944
H 4.939 1.964 3.225
H 3.826 2.963 2.287
H 5.571 3.091 2.023
H 6.725 1.548 0.567
H 7.595 0.413 -1.491
H 6.610 -0.828 -2.289
H 7.475 -1.213 -0.809
H 4.519 -1.458 -1.454
H 2.630 0.872 1.590
H -0.105 -2.330 -1.021
H 0.240 -2.507 0.708
H -0.642 -4.603 -0.255
H 0.175 -4.262 -2.577
H 0.690 -5.844 -1.966
H 2.572 -4.642 -3.075
H 4.218 -4.691 -1.212
H 3.145 -6.099 -1.150
H 3.389 -5.095 1.108
H 0.979 -4.779 1.602
H 1.203 -6.125 0.469
H 3.903 -2.793 0.447
H 2.502 -2.789 1.517
H 1.709 -2.355 -2.663
H 3.388 -2.538 -2.221
C 0.708 3.728 2.467
C 0.065 2.500 1.798
O 0.841 2.033 0.763
C -0.125 1.377 2.899
F 0.394 0.217 2.487
F 0.549 1.679 4.038
F -1.389 1.169 3.270
C -1.334 2.980 1.297
F -1.169 3.926 0.349
F -2.052 3.569 2.283
F -2.112 2.041 0.772
H 0.069 4.121 3.254
H 1.673 3.442 2.876
H 0.859 4.486 1.700

Mulliken atomic charge list, values in e, 8 entries:
1 Ti -0.8479
2 O -0.2868
3 N 0.3328
4 C -0.2557
5 C -0.7902
6 C -0.2198
7 C -0.7689
8 C 0.7912


5.
Molecular formula: C30H34N3
Method: DFT, the ωB97M-V functional and the def2-TZVPD basis

Output
2S+1 = 1
total charge = +1
orbital gap = 5.22 eV
DFT total energy = -1327.57989 a.u.
F_max = 0.03561 hartree/bohr
relative energy (zero: lowest compared OMol25 entry of this formula, charge and spin) = 15.8 kcal per mole

Element x y z (Å)
C 2.928 2.022 4.087
C 2.216 0.932 3.282
C 2.091 1.249 1.799
C 0.814 2.013 1.481
N -0.060 1.428 0.733
C -1.206 2.223 0.318
C -1.566 3.335 1.268
C -0.343 4.145 1.609
N 0.717 3.251 2.033
C 1.887 3.909 2.625
C 2.313 3.416 4.007
H 2.941 1.717 5.141
H 3.981 2.068 3.768
H 2.804 0.006 3.369
H 1.229 0.724 3.724
H 2.964 1.804 1.425
H 2.038 0.308 1.243
H -1.012 2.673 -0.677
H -2.028 1.510 0.214
H -2.307 3.981 0.802
H -1.992 2.925 2.185
H -0.020 4.724 0.729
H -0.541 4.843 2.424
H 2.749 3.833 1.941
H 1.627 4.972 2.719
H 1.478 3.503 4.716
H 3.083 4.118 4.350
C -3.497 0.301 -5.721
N -3.330 -0.897 -4.916
C -3.470 -2.120 -5.696
C -2.471 -0.858 -3.800
C -2.972 -0.517 -2.517
C -2.154 -0.628 -1.411
C -0.796 -1.005 -1.531
C -0.045 -1.401 -0.373
C 1.393 -1.452 -0.262
C 1.730 -2.210 0.924
C 3.045 -2.553 1.205
C 4.042 -2.181 0.292
C 3.727 -1.416 -0.845
C 2.410 -1.018 -1.111
C 0.491 -2.684 1.515
C -0.596 -2.211 0.696
C -1.848 -2.812 0.819
C -2.033 -3.814 1.778
C -0.980 -4.228 2.613
C 0.295 -3.658 2.485
C -0.270 -1.179 -2.832
C -1.098 -1.153 -3.941
H -3.286 1.187 -5.110
H -2.823 0.297 -6.597
H -4.529 0.352 -6.095
H -3.337 -2.992 -5.043
H -4.478 -2.147 -6.137
H -2.738 -2.160 -6.523
H -4.026 -0.248 -2.411
H -2.564 -0.442 -0.419
H 3.259 -3.124 2.108
H 5.073 -2.491 0.464
H 4.524 -1.144 -1.542
H 2.171 -0.392 -1.970
H -2.648 -2.529 0.139
H -3.011 -4.295 1.866
H -1.160 -5.011 3.352
H 1.130 -3.969 3.113
H 0.774 -1.450 -2.954
H -0.694 -1.382 -4.930

natural (NBO) atomic charge list, values in e, 8 entries:
1 C -0.3958
2 C -0.3977
3 C -0.4532
4 C 0.4868
5 N -0.5606
6 C -0.2313
7 C -0.4278
8 C -0.2005


6.
Molecular formula: C30H35ClN2O8
Method: DFT, the ωB97M-V functional and the def2-TZVPD basis

Output
2S+1 = 1
orbital gap = 6.01 eV
DFT total energy = -2335.38827 a.u.
F_max = 0.26227 hartree/bohr
relative energy (zero: lowest compared OMol25 entry of this formula, charge and spin) = 17.7 kcal per mole

Element x y z (Å)
C -0.985 3.875 0.011
C -0.429 2.836 1.105
N 0.244 3.676 2.195
C 1.550 3.802 2.508
C 1.664 4.987 3.215
N 0.452 5.445 3.432
C -0.456 4.641 2.799
C 0.180 6.537 4.387
H -1.543 3.407 -0.794
H 0.016 4.345 -0.210
H -1.671 4.595 0.400
H 0.457 2.218 0.827
H -1.030 1.991 1.459
H 2.302 3.202 2.247
H 2.449 5.439 3.603
H -1.598 4.862 2.706
H -0.467 6.244 5.059
H -0.182 7.191 3.927
H 0.909 6.791 5.230
Cl -0.319 -0.261 -0.432
C -4.925 -0.629 3.015
C -3.839 -0.518 1.885
C -4.196 0.149 0.712
C -5.449 0.649 0.675
C -6.423 0.759 1.678
C -6.231 -0.018 2.935
O -7.127 0.007 3.925
O -3.443 0.045 -0.421
H -4.462 -1.149 3.804
H -2.872 -0.988 2.055
H -5.722 1.152 -0.226
H -7.310 0.946 1.549
H -8.016 0.186 3.464
H -2.527 -0.258 -0.102
C 3.098 0.336 -1.922
C 4.069 0.671 -3.145
C 5.468 0.549 -2.954
C 5.887 0.090 -1.660
C 4.942 -0.354 -0.682
C 3.516 -0.281 -0.782
O 2.754 -0.754 0.208
O 6.314 1.052 -3.825
H 1.987 0.549 -2.171
H 3.621 0.869 -4.021
H 6.930 -0.071 -1.484
H 5.462 -0.825 0.121
H 1.855 -0.494 -0.024
H 7.268 0.899 -3.597
C -1.308 -3.562 0.997
C -1.436 -5.006 0.660
C -1.057 -6.081 1.427
C -0.276 -5.752 2.630
C -0.070 -4.359 2.982
C -0.615 -3.339 2.241
O -0.254 -2.045 2.555
O -1.351 -7.453 1.127
H -1.553 -2.940 0.186
H -1.846 -5.369 -0.389
H -0.033 -6.577 3.400
H 0.476 -4.133 3.796
H -0.266 -1.342 1.888
H -1.248 -7.984 1.800
C 1.135 -0.238 -5.562
C 1.814 -1.305 -6.315
C 2.034 -2.540 -5.635
C 1.601 -2.751 -4.324
C 0.881 -1.801 -3.702
C 0.648 -0.493 -4.226
O 0.151 0.528 -3.604
O 2.664 -3.509 -6.240
H 1.007 0.574 -6.001
H 2.224 -1.214 -7.354
H 1.469 -3.679 -3.937
H 0.363 -2.132 -2.709
H -0.252 0.247 -2.907
H 2.935 -4.164 -5.457

Mulliken atomic charge list, values in e, 8 entries:
1 C -1.0263
2 C -0.3519
3 N 0.1862
4 C -0.4976
5 C -0.4848
6 N 0.0406
7 C -0.1300
8 C -1.2259